The following is a DFT calculation (ωB97M-V with the def2-TZVPD basis set) of 10 unconnected molecules or ions with the total composition C80H174N10O10.

```
274
Properties=species:S:1:pos:R:3:forces:R:3
O 3.998 -0.203 -6.462 -1.32 -0.39 -0.95
O -6.370 -2.935 3.546 0.47 -1.29 0.18
O 0.330 1.036 -0.733 0.65 -0.14 -0.30
O 4.389 1.636 -2.296 0.80 0.39 0.31
O -3.115 -0.705 -6.775 0.68 0.96 0.17
O 0.320 -6.560 0.228 0.35 -0.43 -0.13
O -4.875 -2.531 -5.678 -1.86 1.30 0.54
O 4.119 6.173 5.586 -0.16 -0.06 0.01
O -2.174 7.016 -1.766 0.83 0.84 0.46
O 1.705 -1.982 8.135 -0.36 -0.97 1.29
N 7.090 2.430 -3.445 -0.78 0.86 -0.55
N 2.826 6.610 5.254 -1.50 2.34 -0.27
N 0.332 0.027 0.231 -1.19 -0.17 2.17
N 2.199 -1.174 7.144 0.33 0.71 -1.91
N 6.009 -0.499 -3.359 0.87 0.10 -0.68
N -6.008 -1.783 2.878 -0.45 2.57 0.48
N 1.701 -6.287 0.202 2.05 1.12 1.01
N -4.064 -3.572 -5.927 2.91 -1.41 -0.16
N -3.059 6.365 -0.901 -1.09 -1.60 -0.28
N -2.121 -0.146 -5.917 -0.15 0.59 1.44
C 1.741 4.455 5.971 0.09 0.77 -0.16
C -3.296 4.706 -2.730 -0.32 0.22 -0.01
C -1.453 1.473 -4.136 -0.25 0.47 -0.87
C -2.787 -6.161 -6.028 -2.12 -0.52 0.11
C 4.542 -6.846 0.333 0.10 0.17 -0.44
C -0.508 -1.623 -1.450 0.68 1.44 0.61
C -3.756 8.257 0.421 1.74 0.19 -0.59
C -2.917 2.224 -6.056 -0.55 2.38 -1.39
C 0.670 0.474 1.611 -0.27 0.38 1.28
C 2.770 0.038 7.696 -0.45 1.32 1.41
C 0.891 8.165 5.655 0.66 -0.43 0.88
C 1.909 -2.835 5.378 0.09 -0.37 1.49
C 6.711 2.406 -2.046 0.24 -0.66 0.27
C 2.161 -7.971 -1.585 -0.45 -0.56 0.94
C 5.217 2.762 -1.913 -0.30 0.22 -0.58
C -0.018 1.473 -4.671 -1.16 0.90 0.48
C -4.809 0.440 2.957 0.35 -1.82 -0.92
C -4.086 4.236 -0.410 1.03 0.61 0.88
C 0.514 6.082 4.376 -0.26 0.53 2.17
C 3.741 -0.227 8.835 0.91 -0.50 1.80
C 1.806 -5.564 -2.123 -0.49 -0.21 0.27
C -7.691 -2.194 1.159 0.08 -0.23 0.15
C 2.956 -1.979 6.188 0.40 -0.17 -1.95
C -6.267 -1.817 1.429 0.65 1.59 1.13
C 3.019 1.902 -2.495 -0.21 0.11 0.78
C 1.687 -5.569 2.524 -0.01 -0.16 -0.45
C 2.322 7.681 6.187 -2.28 1.27 -1.06
C -4.978 -0.904 4.984 -1.79 -1.22 1.04
C -2.318 -5.083 -5.087 -0.30 0.57 -0.29
C -3.570 -5.535 -7.253 3.39 -1.22 0.77
C -3.088 6.827 0.485 -0.29 1.63 0.81
C -0.487 -1.631 -6.897 0.35 1.09 -1.28
C 3.986 -1.714 -3.897 -0.15 -0.07 -1.67
C 5.220 -1.043 -4.475 0.98 -0.70 1.04
C -3.779 0.649 -4.249 -1.16 0.19 -0.71
C 2.379 -6.561 1.515 -0.93 0.52 1.11
C 4.167 -2.835 6.698 -0.86 0.14 0.22
C 3.186 8.998 6.099 1.69 -2.18 -0.36
C -4.410 -4.734 -3.660 0.98 0.42 -0.74
C 2.142 -8.022 1.949 -0.01 0.29 0.18
C 2.174 0.696 1.967 0.16 -0.46 -1.94
C 2.365 -6.563 -1.055 1.28 1.12 -1.58
C 4.309 0.177 5.701 -0.48 0.25 0.01
C 0.171 -0.570 2.628 0.83 -1.35 -0.74
C 0.463 -1.327 -0.251 1.01 -0.84 -0.38
C 0.183 0.190 -5.404 1.75 -0.58 0.89
C 1.612 0.871 8.335 0.37 -0.44 0.19
C 4.924 0.087 -5.474 -0.81 -0.08 1.61
C 3.912 -6.218 1.515 -1.44 0.12 -0.38
C -0.627 0.848 -7.661 1.03 -0.16 -1.86
C -2.710 -2.967 -3.879 -0.33 1.31 -0.07
C -4.616 -4.500 -6.925 0.48 -1.04 -0.85
C 2.238 7.279 7.647 0.99 -0.85 0.13
C -4.861 -1.065 3.489 1.54 0.52 -1.38
C -1.588 4.235 -0.814 -0.21 1.04 -0.62
C 7.602 3.286 -1.175 -0.54 0.33 0.10
C -0.785 -0.113 -6.522 -1.19 -2.00 0.92
C -5.005 0.450 1.388 1.37 0.61 2.53
C -4.116 6.067 1.331 0.74 -2.15 0.60
C 0.024 -2.344 0.851 0.90 -0.03 0.14
C -5.919 -5.261 -6.567 -0.41 0.29 -0.25
C -3.991 4.536 1.140 -1.22 -0.12 -1.47
C 1.935 5.538 4.830 -0.66 -1.83 -0.26
C 1.960 -1.584 -0.670 -0.94 -0.84 -0.57
C -3.421 -4.022 -4.651 0.51 -3.84 -0.83
C -0.143 7.055 5.435 1.76 0.57 -0.99
C 3.402 0.947 6.668 0.85 -0.50 -1.29
C -0.111 1.755 1.894 -0.30 0.56 -0.38
C -6.180 -0.339 0.941 0.34 -0.18 -0.62
C 3.939 -6.277 -0.949 -0.55 -0.94 0.32
C 2.538 4.799 3.589 0.64 -0.28 0.45
C 0.657 -1.978 2.187 -0.84 0.05 0.70
C 4.567 -0.887 -7.562 0.18 0.14 0.66
C -3.493 -1.834 3.176 -0.79 0.07 0.13
C -2.613 1.073 -5.200 1.35 -1.80 2.91
C -2.965 4.939 -1.213 0.48 -1.72 0.49
C 3.542 -1.035 5.128 0.77 0.79 0.13
C -1.684 6.854 1.242 -1.07 0.13 -0.67
C -4.769 -3.749 -8.290 -1.73 0.19 1.37
C -5.313 -2.683 0.648 0.29 -0.30 -0.09
H -0.244 1.972 2.953 0.67 -0.03 0.19
H -3.161 8.865 -0.260 0.09 0.13 -0.15
H 2.523 -8.719 -0.879 0.67 0.01 -0.13
H 4.053 -5.141 1.432 -0.06 0.18 0.50
H 2.589 4.428 6.655 0.12 0.22 -0.07
H 4.264 -3.700 6.042 0.23 0.11 -0.16
H -0.433 -2.399 -6.126 -0.25 0.62 0.58
H -3.486 0.389 -3.231 0.25 0.09 -0.13
H 1.103 -8.145 2.255 -0.08 -0.12 -0.37
H 3.551 -2.191 -4.774 -1.11 0.24 0.08
H 3.864 -1.123 -8.361 -0.37 0.33 0.34
H -0.252 1.835 -7.388 -0.09 -0.11 0.19
H -4.514 -5.790 -3.910 -0.36 0.16 -0.01
H -4.074 0.033 1.003 0.08 -0.09 -0.26
H 2.392 8.176 8.248 -0.30 -0.29 0.33
H 4.941 3.143 -0.930 0.08 -0.45 0.44
H 2.706 1.472 6.013 -0.51 0.09 0.48
H -2.996 -1.535 2.253 -0.06 0.30 0.02
H -1.185 5.890 1.335 -0.16 -0.14 -0.48
H 0.338 2.601 1.373 0.06 0.15 0.21
H 3.066 6.589 7.811 0.52 0.30 0.29
H 3.392 9.261 5.062 -0.41 0.21 -0.06
H -1.854 -5.620 -4.260 -0.11 0.50 0.54
H 5.511 0.236 -2.878 -0.42 -0.06 -0.07
H 2.201 -5.417 3.473 0.33 -0.31 -0.07
H -2.036 -2.377 -4.499 -0.16 0.27 0.00
H -0.264 5.322 4.448 0.63 -0.89 -1.08
H 4.622 -0.859 8.723 -0.17 -0.35 -0.91
H -6.979 -2.654 4.233 -0.21 0.07 -0.02
H 0.196 2.376 -5.242 -0.21 -0.06 -0.56
H -8.310 -1.455 1.669 -0.33 -0.28 -0.11
H -6.771 -4.580 -6.542 -0.09 0.10 0.38
H 1.643 3.427 5.620 -0.31 0.16 -0.29
H 4.202 0.628 9.330 -0.34 0.77 -0.55
H -2.539 4.762 -3.513 0.79 -0.12 0.63
H 2.618 1.282 1.162 0.12 0.47 0.12
H -7.763 -2.089 0.076 -0.67 -0.23 0.00
H 4.943 -1.831 -7.166 0.58 -0.14 -0.49
H -4.435 -0.153 -4.589 0.58 -0.50 -0.48
H 4.025 1.656 7.214 -0.31 0.31 -0.08
H -4.804 3.966 1.589 -0.53 0.41 0.16
H 5.321 -0.199 -7.943 0.51 -0.52 -0.41
H 4.113 -2.554 -3.213 0.64 0.35 0.32
H 0.594 -0.468 3.628 0.07 0.84 0.00
H 5.243 0.020 6.242 0.12 -0.87 -0.22
H 4.377 0.785 -4.840 0.40 0.81 -0.12
H 7.301 3.189 -0.132 -0.07 0.03 0.05
H 8.669 3.063 -1.200 -0.08 -0.26 -0.37
H 2.624 -8.114 -2.561 -0.31 -0.07 0.02
H 2.280 -5.636 -3.102 0.19 -0.27 0.07
H 4.338 -7.904 0.496 0.42 -0.32 -0.78
H -1.305 3.457 -1.523 -0.11 0.05 -0.17
H 2.391 -8.704 1.136 -0.14 -0.09 0.19
H 5.843 0.485 -5.905 0.19 0.21 0.19
H 1.677 -3.688 6.016 -0.27 -0.26 -0.15
H -3.919 -3.103 -8.510 -0.06 -0.27 -0.06
H 3.023 9.876 6.723 -0.93 -0.32 -0.05
H -0.911 -0.485 2.723 -0.12 -0.43 -0.14
H 4.493 -6.739 -1.766 -0.57 -0.32 -0.42
H 2.723 -8.298 2.830 0.25 0.12 0.00
H -5.475 -2.904 -5.028 -0.98 0.57 0.38
H -1.469 0.848 -3.243 -0.21 -0.60 -0.28
H -4.984 4.664 -0.856 -0.53 -0.30 0.48
H -2.006 -6.906 -6.178 0.50 0.55 -1.10
H 5.017 3.603 -2.577 -0.05 0.06 -0.39
H 0.549 8.916 6.367 -0.04 -0.04 0.29
H 2.864 2.663 -3.261 -0.10 -0.08 -0.20
H -1.625 2.467 -3.723 -0.56 0.24 -0.23
H -1.415 0.985 -8.401 -0.72 -0.17 0.66
H 4.574 0.820 4.862 0.06 0.15 -0.04
H 0.580 1.658 -3.779 0.50 -0.67 -0.04
H 7.471 4.328 -1.465 0.08 0.13 0.00
H -5.247 -3.689 1.061 -0.25 -0.11 -0.03
H 0.150 -0.625 -4.682 -0.62 -0.16 0.25
H 0.982 -2.283 5.225 0.08 0.26 0.16
H 2.355 -0.881 -1.403 -0.41 0.27 0.03
H 1.070 8.739 4.746 -0.11 -0.29 -0.34
H 1.418 6.647 7.985 -0.59 0.55 -0.30
H -3.789 3.742 -2.856 0.12 -0.19 0.13
H 4.573 6.569 4.839 0.68 -0.21 0.14
H 2.624 5.366 2.662 -0.46 0.33 0.10
H -1.476 -1.179 -1.222 -0.27 -0.19 0.25
H -3.719 8.815 1.357 -0.23 -0.36 0.26
H 0.115 0.387 -8.313 0.62 0.25 -0.02
H -4.758 8.235 -0.006 0.01 -0.31 0.27
H -4.439 -0.103 5.490 0.50 -0.15 -0.55
H 2.433 1.120 2.937 -0.53 0.12 -0.01
H -3.495 -2.351 -3.441 0.29 0.62 0.09
H 0.889 1.178 7.579 -0.12 -0.18 0.06
H 1.097 -8.202 -1.532 -0.20 0.17 -0.78
H -3.574 2.997 -5.660 -0.68 -0.52 0.67
H -1.146 1.715 1.554 -0.09 -0.39 -0.39
H -3.799 0.740 3.236 0.19 0.27 -0.28
H -1.533 -4.511 -5.583 0.17 0.15 -0.01
H 1.164 0.300 9.149 -0.36 -0.15 -0.24
H 1.614 -4.598 2.033 0.23 0.11 -0.03
H 5.837 -1.775 -4.998 0.17 -0.29 0.12
H -6.032 -0.346 -0.138 -0.65 -0.28 -0.34
H 0.743 -5.750 -2.271 -0.13 -0.26 -0.11
H -4.037 3.159 -0.571 -0.08 -0.01 -0.23
H -0.580 1.036 -1.037 -0.25 0.32 -0.10
H 2.514 2.198 -1.575 0.20 0.57 0.28
H 1.227 0.065 -5.692 0.13 0.33 -0.82
H 0.659 -5.831 2.776 -0.02 -0.36 -0.12
H 0.564 -2.672 3.023 -1.32 -0.39 -0.18
H -7.904 -3.206 1.503 -0.19 0.04 -0.20
H -6.189 -5.982 -7.339 0.28 0.18 -0.45
H 0.334 -3.348 0.561 0.51 -0.06 -0.34
H 2.043 3.847 3.397 -0.65 0.26 -0.11
H 0.861 4.746 6.544 -0.03 -0.29 0.16
H -5.150 6.387 1.210 0.12 0.01 -0.46
H -5.707 -2.719 -0.367 0.43 -0.22 -0.20
H 3.406 -0.910 -3.443 -0.53 -0.37 -0.09
H -6.022 -0.716 5.234 -0.35 0.47 -0.18
H -3.362 -1.451 -6.223 -0.47 -0.33 -0.32
H -1.079 7.493 5.088 0.00 -0.08 -0.40
H 4.210 -5.229 -1.080 -0.44 0.32 0.47
H 1.842 -4.514 -1.832 0.42 -0.07 0.37
H -2.129 -3.351 -3.041 -0.13 -0.45 -0.22
H -1.522 3.782 0.175 -0.50 0.13 0.07
H 6.182 -1.216 -2.670 0.07 -0.17 -0.08
H 3.230 -0.674 9.688 -0.34 -0.31 -0.16
H -4.856 -1.850 5.512 0.69 -0.08 0.03
H 2.193 -3.223 4.400 0.66 0.17 0.16
H -2.744 7.342 -2.467 -0.05 0.18 -0.05
H -3.160 4.074 1.673 0.66 0.34 -0.53
H -5.362 -4.202 -3.667 -0.23 -0.28 0.39
H 0.753 -1.981 8.010 -0.14 -0.01 -0.01
H -4.295 -2.294 0.678 -0.06 0.13 -0.31
H -5.903 -5.900 -5.685 0.29 0.47 0.31
H -2.087 2.912 -6.220 0.74 -0.59 -0.38
H 0.503 -1.604 -7.353 0.15 -0.19 -0.16
H 8.061 2.304 -3.695 0.00 -0.21 0.54
H -1.825 7.150 2.282 -0.12 0.48 -0.09
H 4.065 -3.240 7.705 -0.30 0.16 0.07
H 2.479 0.974 -2.684 0.40 -0.10 -0.67
H 0.621 6.547 3.396 -0.31 -0.03 0.05
H -1.045 7.557 0.708 0.20 -0.05 0.20
H 2.686 -0.260 1.861 0.07 -0.07 0.32
H -5.045 1.479 1.031 -0.12 0.04 -0.10
H -3.921 -4.664 -2.688 -0.45 -0.04 0.19
H 4.192 -1.560 4.428 0.16 -0.49 0.27
H 6.531 1.728 -3.910 0.35 -0.08 -0.29
H -3.430 -6.845 -5.475 -0.78 0.17 0.29
H 4.393 -6.663 2.387 -0.36 0.48 0.43
H 5.614 -6.647 0.359 0.14 -0.31 -0.13
H -1.059 -2.468 0.867 -0.23 0.67 0.35
H -5.072 -4.437 -9.079 0.66 -0.22 -0.07
H -0.822 5.010 -0.834 0.23 -0.11 -0.21
H -3.712 -2.895 3.053 -0.16 -0.08 0.10
H 3.553 4.439 3.760 0.25 0.28 0.49
H 1.740 -2.101 2.181 0.36 0.86 -0.76
H -0.054 -5.676 0.217 -0.27 0.09 0.02
H -5.451 1.071 3.572 -0.55 -0.09 -0.43
H 1.980 1.764 8.840 0.32 0.13 -0.28
H -5.679 -3.161 -8.176 0.14 0.67 -0.12
H 2.706 -1.633 0.123 -0.38 -0.03 0.30
H -1.185 -2.005 -7.646 -0.05 0.18 -0.06
H -7.077 0.239 1.165 -0.23 -0.33 0.09
H -3.346 1.977 -7.027 0.10 -0.28 0.00
H -0.643 -2.690 -1.626 0.31 0.13 -0.08
H -2.717 -5.082 -7.759 -0.13 0.74 -0.33
H 2.761 -0.685 4.454 -0.32 0.37 0.29
H -0.427 6.516 6.339 0.38 -0.05 0.17
H -4.010 5.428 -3.127 -0.42 0.24 0.53
H -3.866 6.241 2.378 -0.06 0.43 0.06
H 1.919 -2.551 -1.173 0.49 -0.18 -0.05
H -3.876 -6.265 -8.002 -0.57 -0.17 0.40
H -2.775 -1.785 3.995 0.01 0.34 0.05
H 5.069 -2.224 6.675 0.06 -0.18 -0.04
H 4.145 8.616 6.450 0.52 0.28 0.10
H 6.792 1.376 -1.698 0.07 -0.25 0.50
H -4.549 1.419 -4.204 0.32 0.62 0.32
H -0.175 -1.067 -2.326 0.16 -0.46 -0.34
```
Positions in Å, forces in eV/Å.

As for the total energy: -121142.6066 eV. As for the LUMO energy: 0.33 eV. The value obtained for the energy relative to the best compared isomer or geometry (same formula, charge and spin) is 412.1 kJ/mol. Its SMILES is CC1(C)CCCC(C)(C)N1O.CC1(C)CCCC(C)(C)N1O.CC1(C)CCCC(C)(C)N1O.CC1(C)CCCC(C)(C)N1O.CC1(C)CCCC(C)(C)N1O.CC1(C)CCCC(C)(C)N1O.CC1(C)CCCC(C)(C)N1O.CC1(C)CCCC(C)(C)N1O.COC[C@H](C)N.COC[C@H](C)N.